No. 1
DFT (ωB97M-V/def2-TZVPD) results for C8H10B2F14O4Sn2 as an isolated structure.

ΔE to the lowest compared entry with this formula, charge and spin (kcal/mol): 109.2
2S+1: 1
HOMO (eV): -16.61
Orbital gap (eV): 5.1
Net charge: +2

Positions of all 40 atoms, in Å:
1 Sn -13.75 -12.05 14.00
2 Sn -8.93 -10.47 15.82
3 B -10.36 -12.10 13.02
4 F -9.25 -11.26 13.11
5 F -10.63 -12.59 14.30
6 F -11.43 -11.30 12.54
7 F -10.12 -13.13 12.14
8 B -12.42 -12.95 17.46
9 F -13.38 -13.75 16.83
10 F -13.10 -11.80 17.94
11 F -11.85 -13.57 18.53
12 F -11.45 -12.54 16.48
13 C -10.67 -8.47 10.20
14 C -10.03 -8.33 11.56
15 O -8.89 -7.51 11.52
16 C -7.97 -7.53 12.49
17 O -7.98 -8.32 13.40
18 C -6.68 -6.79 12.07
19 F -6.73 -5.60 12.67
20 F -5.65 -7.51 12.52
21 F -6.54 -6.64 10.77
22 H -11.74 -8.62 10.36
23 H -10.25 -9.24 9.56
24 H -10.67 -7.55 9.62
25 H -9.79 -9.32 11.98
26 H -10.69 -7.99 12.36
27 C -6.94 -12.23 10.74
28 C -6.75 -10.83 11.30
29 O -5.49 -10.66 11.92
30 C -5.33 -10.49 13.23
31 O -6.12 -10.72 14.10
32 C -3.84 -10.24 13.61
33 F -3.02 -10.12 12.58
34 F -3.78 -9.10 14.30
35 F -3.41 -11.18 14.46
36 H -6.88 -13.00 11.52
37 H -6.13 -12.50 10.06
38 H -7.93 -12.32 10.30
39 H -7.47 -10.53 12.06
40 H -6.90 -10.11 10.49

=====

No. 2
DFT (ωB97M-V/def2-TZVPD) results for a 2-piece molecular cluster, C8H10BBrNO4 overall.

ΔE to the lowest compared entry with this formula, charge and spin (kcal/mol): 0.0
2S+1: 1
HOMO (eV): -5.36
Orbital gap (eV): 6.3
Net charge: -1

Positions of all 25 atoms, in Å:
1 C 2.45 -3.77 0.84
2 C 1.68 -2.51 0.39
3 B 0.09 -2.71 0.23
4 Br -0.90 -0.90 0.92
5 O -0.43 -3.80 1.13
6 N -1.35 -4.69 0.72
7 O -1.19 -5.11 -0.38
8 H 1.82 -4.66 0.78
9 H 2.80 -3.70 1.87
10 H 3.33 -3.95 0.22
11 H 1.88 -1.70 1.10
12 H 2.07 -2.17 -0.57
13 H -0.33 -2.84 -0.89
14 C -0.89 4.92 -0.15
15 C 0.17 4.35 -0.72
16 C 0.15 2.92 -1.15
17 O 1.12 2.43 -1.69
18 C -1.10 2.16 -0.91
19 C -2.16 2.73 -0.34
20 C -2.14 4.15 0.08
21 O -3.10 4.69 0.58
22 H -0.90 5.95 0.17
23 H 1.10 4.88 -0.90
24 H -1.09 1.11 -1.19
25 H -3.07 2.19 -0.15

=====

No. 3
DFT (ωB97M-V/def2-TZVPD) results for C8H10BCuO2 as an isolated structure.

2S+1: 1
HOMO (eV): -7.01
Orbital gap (eV): 3.6
Net charge: 0

Positions of all 22 atoms, in Å:
1 O -1.62 1.63 -0.79
2 C -1.11 0.61 -0.29
3 C -1.84 -0.77 0.05
4 B -3.31 -0.98 -0.66
5 O -3.45 -0.41 -2.02
6 C 0.46 0.70 0.12
7 C 0.75 1.00 1.62
8 C 2.24 1.06 2.08
9 C 3.33 0.84 1.00
10 C 3.04 0.53 -0.50
11 C 1.54 0.47 -0.97
12 H -1.87 -0.85 1.20
13 H -1.11 -1.62 -0.29
14 H -4.21 -0.65 0.07
15 H -3.45 -2.18 -0.78
16 H -3.04 -1.06 -2.62
17 H -0.14 1.12 2.34
18 H 2.47 1.27 3.18
19 H 4.43 0.87 1.32
20 H 3.84 0.34 -1.29
21 H 1.19 0.23 -2.03
22 Cu 1.86 -2.14 -0.75

=====

No. 4
DFT (ωB97M-V/def2-TZVPD) results for C8H10BI2N in the gas phase.

Structure (SMILES): ICCCB(I)c1ccccn1
2S+1: 1
HOMO (eV): -9.37
Orbital gap (eV): 9.4
Net charge: 0

Positions of all 22 atoms, in Å:
1 I 3.59 -1.37 1.18
2 C 2.15 -0.85 -0.33
3 C 2.07 0.65 -0.55
4 C 1.60 1.46 0.66
5 B 0.17 1.13 1.20
6 I -0.33 1.78 3.19
7 C -0.94 0.37 0.40
8 C -1.39 -0.89 0.81
9 C -2.36 -1.53 0.05
10 C -2.87 -0.88 -1.07
11 C -2.37 0.38 -1.38
12 N -1.42 1.00 -0.69
13 H 1.21 -1.30 -0.06
14 H 2.53 -1.32 -1.23
15 H 1.44 0.85 -1.41
16 H 3.07 1.00 -0.82
17 H 2.30 1.30 1.48
18 H 1.63 2.53 0.44
19 H -0.99 -1.35 1.70
20 H -2.71 -2.51 0.34
21 H -3.63 -1.35 -1.67
22 H -2.76 0.89 -2.25

=====

Repeat the fourth record exactly.
DFT (ωB97M-V/def2-TZVPD) results for C8H10BI2N in the gas phase.

Structure (SMILES): ICCCB(I)c1ccccn1
2S+1: 1
HOMO (eV): -9.37
Orbital gap (eV): 9.4
Net charge: 0

Positions of all 22 atoms, in Å:
1 I 3.59 -1.37 1.18
2 C 2.15 -0.85 -0.33
3 C 2.07 0.65 -0.55
4 C 1.60 1.46 0.66
5 B 0.17 1.13 1.20
6 I -0.33 1.78 3.19
7 C -0.94 0.37 0.40
8 C -1.39 -0.89 0.81
9 C -2.36 -1.53 0.05
10 C -2.87 -0.88 -1.07
11 C -2.37 0.38 -1.38
12 N -1.42 1.00 -0.69
13 H 1.21 -1.30 -0.06
14 H 2.53 -1.32 -1.23
15 H 1.44 0.85 -1.41
16 H 3.07 1.00 -0.82
17 H 2.30 1.30 1.48
18 H 1.63 2.53 0.44
19 H -0.99 -1.35 1.70
20 H -2.71 -2.51 0.34
21 H -3.63 -1.35 -1.67
22 H -2.76 0.89 -2.25